The following is a DFT calculation (the ωB97M-V functional and the def2-TZVPD basis) of a structure of composition C8H12EuNP.

```
23
Properties=species:S:1:pos:R:3:forces:R:3:mulliken_spin:R:1
C -1.2448 3.7145 -1.2236 -0.8425 -0.8956 0.6310 0.475
C -2.1318 2.5422 -0.9179 0.4516 0.2978 1.5373 0.350
C -2.0779 1.7724 0.5634 -2.8222 3.6393 -2.0159 0.051
P -0.7436 0.3885 0.5669 1.2506 -0.7492 0.1781 0.023
C 0.6395 -0.9204 0.4321 5.1908 -5.1816 -0.1000 -0.033
C 1.6862 -1.3442 1.6526 -0.4619 -0.6950 -2.0585 -0.004
C 2.8671 -2.4567 1.5648 -2.8796 1.3699 -3.6202 -0.007
N 3.1230 -3.1760 0.2848 -4.3340 3.7916 0.8172 0.009
C 2.2112 -2.8413 -0.8453 -0.8339 0.9986 0.6328 0.042
C 0.9687 -1.7949 -0.9565 2.2690 -0.4641 4.6410 0.118
H -0.9370 3.9855 -2.3261 -0.7168 -0.4902 2.3835 0.019
H -0.9034 4.3673 -0.3013 -0.5172 -1.3465 -2.1654 0.025
H -2.8734 2.1838 -1.7493 1.5790 0.5759 1.5872 0.021
H -3.1586 1.3569 0.7417 2.0177 0.6746 -0.2997 0.012
H -1.8567 2.6113 1.3569 -0.1880 -1.5862 -1.5058 0.015
H 0.0126 1.2072 -0.3625 -0.2344 -0.5856 0.5518 0.022
H -0.5175 0.5236 1.9969 -0.2270 0.0562 -0.9810 0.012
H -1.7700 -0.5722 0.1783 0.7692 0.5855 0.0587 0.051
H 1.5406 -0.7903 2.6943 0.3564 -1.3107 -2.4532 0.001
H 3.5165 -2.6813 2.5136 -1.2931 0.3690 -2.2210 0.000
H 2.4204 -3.4540 -1.8510 -0.1868 1.4146 2.5785 0.010
H 0.3035 -1.6430 -1.9285 3.3956 1.5913 1.9260 -0.034
Eu -1.0749 -2.9789 -2.0844 -1.7426 -2.0595 -0.1026 5.821
```
Forces are in eV/Å.

Its expectation value of S² is 15.7617. For the maximum force, the calculation gives 7.335 eV/Å. The charge is +2. As for the multiplicity: 8. The orbital gap (alpha / beta) is 4.09 / 3.83 eV.

---

The following is a DFT calculation (the ωB97M-V functional and the def2-TZVPD basis) of a structure of composition C23H35AsBClN10O6OsSi2.

```
80
Properties=species:S:1:pos:R:3:forces:R:3:mulliken_spin:R:1
Os -0.2414 -0.6199 0.6344 -0.0076 0.0145 -2.0687 0.912
C -4.3947 -1.0330 1.7221 -0.0031 -0.0301 0.0149 -0.001
C -3.2899 -1.4069 0.9647 -0.0039 0.0626 -0.2108 -0.019
N -2.2981 -0.5368 1.1290 0.2780 -0.1111 0.4118 0.005
N -2.7358 0.3925 2.0099 -0.0349 0.0176 -0.3649 -0.006
C -3.9964 0.1122 2.3734 0.0274 0.0368 0.0973 -0.002
B -1.8241 1.5654 2.4011 -0.0156 0.0118 -0.0965 -0.042
N -1.1944 2.1281 1.0677 -0.2750 0.0847 0.1345 0.003
C -1.1843 3.4055 0.6831 0.0148 -0.0275 -0.2413 0.015
C -0.5944 3.4831 -0.5689 -0.1241 0.0122 0.2123 -0.002
C -0.2483 2.1796 -0.8718 0.1497 0.0958 -0.0726 0.008
N -0.6055 1.3525 0.1238 0.2564 0.2507 0.6952 -0.001
N -0.6625 1.0180 3.2254 0.2144 0.1871 -0.1872 0.002
C -0.2009 1.2557 4.4574 -0.0776 -0.0404 0.1174 0.029
C 0.9869 0.5706 4.6207 -0.0367 -0.0127 -0.0112 -0.006
C 1.1951 -0.0702 3.4110 0.1260 -0.0094 -0.0290 0.015
N 0.2073 0.2114 2.5537 -0.1983 -0.5986 0.2142 -0.004
N -2.6410 2.6521 3.0493 0.0183 -0.0208 0.0076 0.002
C -3.7375 3.2558 2.5164 -0.0908 0.0687 0.0722 0.000
C -4.1332 4.2463 3.3772 -0.0058 -0.0873 -0.1372 0.000
C -3.2018 4.1785 4.4299 0.0333 -0.0151 0.0115 0.000
N -2.3102 3.2294 4.2272 0.0629 0.0609 0.0821 0.001
H -5.3390 -1.5387 1.8009 -0.0280 -0.0202 -0.0081 0.000
H -3.1647 -2.2632 0.3324 0.0021 -0.0922 0.0165 0.001
H -4.5125 0.7418 3.0768 -0.0385 0.0116 -0.0049 0.000
H -1.6105 4.1653 1.3133 0.0083 0.0685 0.0069 0.001
H -0.4389 4.3556 -1.1760 0.0027 0.0377 0.0006 0.000
H 0.2438 1.8383 -1.7614 0.0277 -0.1252 0.0703 0.002
H -0.7559 1.9006 5.1146 0.0478 0.0070 -0.0033 0.002
H 1.6028 0.5335 5.4996 0.0291 0.0022 0.0256 0.000
H 1.9874 -0.7343 3.1230 -0.0419 -0.0514 0.0152 -0.002
H -4.1468 2.9387 1.5718 -0.0265 -0.0120 -0.0355 0.000
H -4.9680 4.9143 3.2661 -0.0259 0.0204 0.0019 0.000
H -3.1487 4.7791 5.3225 0.0012 0.0200 0.0281 0.000
C -3.0867 0.7547 -2.4120 -0.0306 -0.1994 -0.0449 -0.003
Si -2.2163 -0.7711 -3.0637 0.1939 0.4962 -0.1748 -0.003
C -1.7832 -0.5906 -4.8696 -0.0597 -0.0549 0.0701 0.000
C -3.0724 -2.3759 -2.6233 0.0353 0.2364 -0.1761 0.001
As -0.1838 -1.0426 -1.7958 0.0069 -0.2911 0.1271 0.003
Si 1.0268 -2.9590 -2.6533 0.0419 -0.2559 -0.0932 0.008
C 2.0379 -2.2652 -4.0721 -0.1276 0.0893 0.0888 0.002
C -0.2299 -4.1692 -3.3212 0.1504 -0.0044 0.1576 0.000
C 2.1531 -3.7728 -1.3975 -0.1043 0.1686 -0.1616 0.000
H -3.5838 1.2594 -3.2428 -0.0497 0.0043 -0.0016 0.000
H -2.3956 1.4628 -1.9589 0.0053 0.0243 -0.0350 0.001
H -3.8405 0.5033 -1.6644 0.0111 -0.0501 0.0257 0.000
H -2.6822 -0.6950 -5.4815 -0.0310 0.0160 0.0027 0.000
H -1.0609 -1.3292 -5.2192 -0.0079 -0.0255 0.0466 0.000
H -1.3730 0.4037 -5.0534 0.0236 0.0056 -0.0143 0.000
H -4.1370 -2.1616 -2.7558 -0.0504 -0.1107 0.0538 0.000
H -2.9215 -2.7279 -1.6066 0.0559 0.0383 0.0753 0.000
H -2.7987 -3.1857 -3.2941 -0.0428 0.0166 -0.0615 0.000
H 1.4058 -1.8923 -4.8791 -0.0206 -0.0033 -0.0267 0.000
H 2.6461 -3.0785 -4.4750 0.0052 -0.0267 -0.0179 0.000
H 2.7097 -1.4581 -3.7791 -0.0023 -0.0496 0.0464 0.000
H -0.9035 -3.7443 -4.0638 0.0484 0.0465 -0.0135 0.000
H -0.8144 -4.6281 -2.5233 -0.0554 0.0087 0.0124 0.000
H 0.3349 -4.9649 -3.8143 -0.0003 -0.0344 0.0008 0.000
H 3.1107 -3.2544 -1.3141 0.0069 0.0443 -0.0176 0.000
H 2.3635 -4.7756 -1.7790 0.0281 -0.0210 -0.0026 0.000
H 1.7091 -3.8764 -0.4117 -0.0286 -0.0151 0.0517 0.001
O 0.0804 -4.7377 1.3261 0.2286 -0.1834 -0.0258 0.012
Cl -0.9274 -3.7592 1.1887 0.1043 0.4401 0.5576 -0.001
O -1.0806 -2.9306 2.3393 -0.0741 -0.4385 0.3656 0.006
O -2.1537 -4.3091 0.7326 -0.2613 -0.1433 -0.1606 0.001
O -0.4581 -2.7767 0.1036 0.0933 0.3866 0.4981 0.044
C 5.1424 -1.9018 1.2394 0.0217 0.0204 0.0011 0.000
N 4.1503 -1.1994 0.4223 -0.0679 -0.0051 0.1481 0.001
C 4.5089 -0.4651 -0.6451 -0.1109 0.0863 -0.1998 0.001
C 3.5820 0.0651 -1.4853 0.2319 -0.1229 0.3378 0.000
C 2.2334 -0.1773 -1.1510 -0.2273 0.0571 -0.4350 0.008
O 1.3279 0.1068 -2.0667 -0.1796 -0.1407 0.1420 0.001
N 1.8559 -0.7294 0.0055 0.0499 0.1512 0.0833 0.002
C 2.8065 -1.4001 0.7675 0.0261 0.1705 -0.0334 0.000
O 2.5134 -2.1216 1.6889 -0.0876 -0.1134 0.0439 0.004
H 6.1132 -1.4442 1.0698 0.0062 -0.0292 0.0016 0.000
H 5.1685 -2.9561 0.9677 -0.0007 0.0018 0.0266 0.000
H 4.8653 -1.8202 2.2859 0.0246 0.0088 -0.0081 0.000
H 5.5712 -0.3606 -0.8201 0.0018 -0.0206 0.0104 0.000
H 3.8517 0.5986 -2.3802 -0.0463 0.0048 -0.0363 0.000
```
Forces are in eV/Å.

Its expectation value of S² is 0.7545. For the maximum force, the calculation gives 2.069 eV/Å. The charge is +1. As for the multiplicity: 2. The orbital gap (alpha / beta) is 8.28 / 7.39 eV.

---

The following is a DFT calculation (the ωB97M-V functional and the def2-TZVPD basis) of a structure of composition C5H6OS2.

```
14
Properties=species:S:1:pos:R:3:forces:R:3:nbo_charge:R:1
C 1.3961 -2.1889 0.3473 0.2278 0.5143 -4.9803 -0.742
C 0.2508 0.4753 0.0119 3.3339 -0.6038 -0.8876 -0.246
C -0.9906 -0.2427 0.6278 3.2646 -1.4778 -0.0181 -0.066
C -1.9122 -0.6337 -0.3530 -4.8007 -2.4315 -4.8904 -0.081
C -2.7768 -1.0628 -1.1403 2.2589 1.0404 1.3247 -0.174
H 2.0490 -2.7454 -0.5302 -1.8511 0.5994 2.9143 0.252
H 0.3002 -2.2662 0.1762 1.0952 -0.7523 -0.4183 0.213
H 1.5658 -2.3452 1.3595 1.0040 -0.5344 1.6035 0.219
H -0.6617 -1.2820 1.0990 -0.5876 2.7100 -0.0869 0.227
H -1.6949 1.4292 0.9555 -0.0696 0.3333 0.2632 0.485
H -3.4563 -1.4143 -1.9522 0.9644 0.5729 1.3797 0.258
O -1.4824 0.6527 1.4894 -1.4397 1.1724 2.3665 -0.660
S 1.7949 -0.4625 -0.2215 -1.7836 -0.1408 0.9046 0.291
S 0.5772 2.0449 -0.4026 -1.6164 -1.0019 0.5251 0.022
```
Forces are in eV/Å.

For the maximum force, the calculation gives 7.272 eV/Å. The orbital gap is 8.35 eV.

---

Number 1: energy -38564.4033 eV. Number 2: energy -143858.0497 eV. Number 3: energy -28995.8469 eV.